Record 1
The following is a quantum chemistry calculation of a single C17H21N3O2 molecule, from OMol25.

Properties
* HOMO level: -0.3076 hartree
* max |F|: 0.74 eV Å⁻¹
* SMILES: CCOC(OCC)c1ccc(/C=C\c2nccc(N)n2)cc1
* LUMO energy: 0.37 eV
* frontier orbital gap: 8.744 eV
* multiplicity: 1

CARTESIAN COORDINATES (ANGSTROEM)
C: -1.95 -1.96 1.15
C: -1.84 -0.65 1.91
O: -2.76 0.35 1.50
C: -2.54 0.95 0.25
O: -2.89 0.12 -0.82
C: -4.27 -0.16 -0.91
C: -4.50 -1.13 -2.05
C: -1.11 1.44 0.07
C: -0.59 2.32 1.01
C: 0.72 2.74 0.91
C: 1.54 2.28 -0.12
C: 2.94 2.71 -0.19
C: 4.00 1.91 -0.25
C: 4.00 0.46 -0.17
N: 5.18 -0.13 -0.40
C: 5.21 -1.46 -0.33
C: 4.10 -2.22 -0.04
C: 2.91 -1.51 0.19
N: 1.74 -2.12 0.53
N: 2.88 -0.18 0.13
C: 0.99 1.43 -1.08
C: -0.32 1.01 -0.98
H: -2.96 -2.35 1.22
H: -1.72 -1.81 0.10
H: -1.26 -2.69 1.57
H: -2.08 -0.81 2.97
H: -0.81 -0.26 1.84
H: -3.22 1.82 0.27
H: -4.82 0.78 -1.08
H: -4.62 -0.58 0.04
H: -4.14 -0.70 -2.98
H: -5.56 -1.34 -2.15
H: -3.97 -2.06 -1.87
H: -1.21 2.66 1.82
H: 1.13 3.42 1.65
H: 3.09 3.79 -0.18
H: 5.00 2.33 -0.33
H: 6.17 -1.91 -0.52
H: 4.13 -3.29 0.01
H: 1.65 -3.11 0.39
H: 0.92 -1.55 0.52
H: 1.61 1.10 -1.90
H: -0.74 0.34 -1.72

Charges in e, computed with natural (NBO), in the same order as the atoms:
1 C -0.649
2 C -0.071
3 O -0.542
4 C 0.373
5 O -0.558
6 C -0.061
7 C -0.620
8 C -0.079
9 C -0.212
10 C -0.184
11 C -0.075
12 C -0.147
13 C -0.221
14 C 0.381
15 N -0.489
16 C 0.090
17 C -0.366
18 C 0.419
19 N -0.787
20 N -0.514
21 C -0.108
22 C -0.236
23 H 0.212
24 H 0.219
25 H 0.206
26 H 0.189
27 H 0.173
28 H 0.164
29 H 0.165
30 H 0.178
31 H 0.212
32 H 0.213
33 H 0.209
34 H 0.219
35 H 0.211
36 H 0.213
37 H 0.225
38 H 0.195
39 H 0.217
40 H 0.391
41 H 0.407
42 H 0.207
43 H 0.230

=====

Record 2
The following is a quantum chemistry calculation of a single C17H21N3O2 molecule at a distorted geometry, from OMol25.

Properties
* HOMO level: -0.2961 hartree
* max |F|: 1.26 eV Å⁻¹
* SMILES: Cc1nc2cc(NC(=O)NCCC3=CCCCC3)ccc2o1
* LUMO energy: 0.66 eV
* frontier orbital gap: 8.718 eV
* multiplicity: 1

CARTESIAN COORDINATES (ANGSTROEM)
C: -8.89 -0.36 -0.49
C: -7.43 -0.19 -0.29
N: -6.59 -1.13 0.01
C: -5.37 -0.50 0.08
C: -4.10 -0.99 0.37
C: -3.05 -0.09 0.37
N: -1.77 -0.60 0.65
C: -0.58 0.08 0.80
O: -0.44 1.28 0.68
N: 0.45 -0.75 1.14
C: 1.81 -0.27 1.18
C: 2.54 -0.52 -0.14
C: 4.00 -0.16 -0.17
C: 4.62 0.51 0.80
C: 6.08 0.86 0.77
C: 6.83 0.08 -0.30
C: 6.04 0.11 -1.60
C: 4.72 -0.62 -1.40
C: -3.25 1.27 0.09
C: -4.51 1.76 -0.20
C: -5.56 0.86 -0.20
O: -6.89 1.04 -0.44
H: -9.15 -1.40 -0.32
H: -9.43 0.28 0.21
H: -9.16 -0.06 -1.50
H: -3.96 -2.04 0.58
H: -1.76 -1.59 0.83
H: 0.33 -1.75 1.05
H: 1.75 0.80 1.37
H: 2.33 -0.76 2.00
H: 2.02 0.03 -0.93
H: 2.45 -1.59 -0.39
H: 4.08 0.85 1.67
H: 6.17 1.94 0.58
H: 6.51 0.68 1.76
H: 6.96 -0.95 0.03
H: 7.83 0.52 -0.44
H: 5.85 1.14 -1.88
H: 6.61 -0.36 -2.40
H: 4.90 -1.70 -1.32
H: 4.08 -0.47 -2.28
H: -2.41 1.93 0.10
H: -4.67 2.81 -0.42

Charges in e, computed with natural (NBO), in the same order as the atoms:
1 C -0.669
2 C 0.532
3 N -0.469
4 C 0.066
5 C -0.248
6 C 0.153
7 N -0.611
8 C 0.791
9 O -0.652
10 N -0.628
11 C -0.224
12 C -0.423
13 C 0.023
14 C -0.206
15 C -0.430
16 C -0.391
17 C -0.390
18 C -0.435
19 C -0.244
20 C -0.246
21 C 0.270
22 O -0.434
23 H 0.246
24 H 0.235
25 H 0.235
26 H 0.213
27 H 0.387
28 H 0.379
29 H 0.236
30 H 0.196
31 H 0.219
32 H 0.196
33 H 0.200
34 H 0.206
35 H 0.211
36 H 0.194
37 H 0.207
38 H 0.197
39 H 0.206
40 H 0.205
41 H 0.211
42 H 0.261
43 H 0.226

=====

Record 3
The following is a quantum chemistry calculation of a single C17H21N3O4S2 molecule, from OMol25.

Properties
* HOMO level: -0.3224 hartree
* max |F|: 0.98 eV Å⁻¹
* SMILES: O=C(Nc1nc2ccc(S(=O)(=O)N3CCCCC3)cc2s1)[C@@H]1CCCO1
* LUMO energy: 0.34 eV
* frontier orbital gap: 9.110 eV
* multiplicity: 1

CARTESIAN COORDINATES (ANGSTROEM)
O: -3.76 -0.46 1.88
C: -4.34 0.27 1.10
N: -3.70 1.14 0.28
C: -2.34 1.29 0.27
N: -1.73 2.11 -0.50
C: -0.38 2.06 -0.30
C: 0.56 2.83 -0.98
C: 1.90 2.66 -0.67
C: 2.28 1.74 0.30
S: 4.01 1.52 0.70
O: 4.80 2.34 -0.18
O: 4.20 1.67 2.11
N: 4.18 -0.11 0.33
C: 4.19 -0.35 -1.10
C: 4.01 -1.85 -1.35
C: 5.10 -2.64 -0.64
C: 5.10 -2.29 0.85
C: 5.26 -0.78 1.02
C: 1.37 0.97 0.99
C: 0.03 1.13 0.68
S: -1.36 0.32 1.36
C: -5.87 0.30 0.95
C: -6.41 -1.12 0.77
C: -6.38 -1.26 -0.75
C: -6.76 0.15 -1.19
O: -6.25 1.04 -0.19
H: -4.27 1.72 -0.34
H: 0.24 3.54 -1.72
H: 2.67 3.23 -1.16
H: 3.37 0.22 -1.53
H: 5.13 0.00 -1.54
H: 3.03 -2.15 -0.97
H: 4.03 -2.04 -2.43
H: 4.94 -3.71 -0.78
H: 6.07 -2.38 -1.07
H: 4.16 -2.60 1.29
H: 5.91 -2.80 1.36
H: 5.19 -0.49 2.07
H: 6.24 -0.46 0.63
H: 1.71 0.28 1.74
H: -6.27 0.79 1.84
H: -5.79 -1.85 1.29
H: -7.44 -1.18 1.15
H: -7.08 -2.00 -1.12
H: -5.38 -1.51 -1.08
H: -6.32 0.43 -2.15
H: -7.85 0.28 -1.24

Charges in e, computed with natural (NBO), in the same order as the atoms:
1 O -0.590
2 C 0.666
3 N -0.622
4 C 0.268
5 N -0.475
6 C 0.135
7 C -0.214
8 C -0.182
9 C -0.368
10 S 2.323
11 O -0.945
12 O -0.938
13 N -0.679
14 C -0.231
15 C -0.404
16 C -0.398
17 C -0.401
18 C -0.232
19 C -0.127
20 C -0.261
21 S 0.430
22 C 0.004
23 C -0.422
24 C -0.437
25 C -0.068
26 O -0.538
27 H 0.449
28 H 0.231
29 H 0.246
30 H 0.217
31 H 0.189
32 H 0.203
33 H 0.214
34 H 0.211
35 H 0.197
36 H 0.203
37 H 0.215
38 H 0.237
39 H 0.177
40 H 0.235
41 H 0.220
42 H 0.246
43 H 0.214
44 H 0.228
45 H 0.209
46 H 0.192
47 H 0.175